C16H26FLiNO4 | ωB97M-V/def2-TZVPD

```
! wB97M-V def2-TZVPD RIJCOSX def2/J DEFGRID3
* xyz 1 1
C 4.80082 1.50661 -0.56444
C 3.40457 0.69860 -0.16181
C 2.56503 0.22421 -1.48726
F 3.06186 1.04307 -2.64824
C 0.92313 0.48575 -1.37241
C 0.80609 2.08165 -1.41565
C -0.45030 2.66121 -0.29515
C -1.72580 3.55357 -1.06651
O -0.54250 4.21586 -0.13523
N 0.22064 0.04508 -2.67495
C -1.08772 -0.72889 -2.40254
O -1.81980 -1.44663 -3.29715
C -1.40856 -0.56491 -0.76884
C -2.37611 -1.67085 -0.04410
C -3.09291 -0.96973 1.29234
C -4.71285 -0.65147 1.03292
O -3.07435 -1.87948 2.48126
C 0.19557 -0.48794 -0.30058
C 0.55357 -0.44336 1.29537
C 1.67015 -1.82306 1.46885
C 2.31116 -2.01336 3.07161
O 1.17198 -2.98370 2.38977
H 5.38066 1.85755 0.41818
H 5.45868 0.75194 -1.17597
H 4.55698 2.50065 -1.15684
H 2.77859 1.48312 0.48518
H 3.73317 -0.17037 0.55714
H 2.83302 -0.89723 -1.72581
H 0.43411 2.47121 -2.47882
H 1.74870 2.71465 -1.13837
H -0.76298 1.92392 0.67071
H -2.78052 3.61189 -0.56433
H -1.47520 3.55246 -2.20883
H 0.84602 -0.78303 -2.91165
H -2.04488 0.41492 -0.72699
H -1.77806 -2.60374 0.36203
H -3.25129 -2.06458 -0.71450
H -2.60955 0.07316 1.51918
H -5.23993 -0.25889 2.03016
H -4.88171 0.16143 0.20719
H -5.31426 -1.62948 0.72471
H -4.02551 -2.01557 2.80295
H 0.55020 -1.57253 -0.65582
H 1.17277 0.50425 1.59598
H -0.34349 -0.67631 2.01716
H 2.43282 -2.07586 0.50549
H 1.65614 -1.69474 3.98730
H 3.24612 -2.71680 3.07118
Li -3.71426 -3.71426 0.10615
*
```

Properties
E_LUMO	-4.718	eV
calculated total energy	-29595.147	eV
gap between HOMO and LUMO	0.2789	Eh

Quick look at the natural (NBO) charges, all values in e: -0.6185, -0.4708, 0.2016, -0.3867, 0.0888, -0.4534, 0.0391, -0.1727, -0.5298, -0.6404, 0.6989, -0.5708, -0.3244, -0.4647, 0.0915, -0.6750, -0.7450, -0.2229, -0.4623, 0.0488, -0.1771, -0.5785, 0.2287, 0.2245, 0.2338, 0.2145, 0.2352, 0.1907, 0.2635, 0.2605, 0.1940, 0.2266, 0.2232, 0.3951, 0.2607, 0.2209, 0.1572, 0.2144, 0.2540, 0.2560, 0.1702, 0.4858, 0.2238, 0.2571, 0.2483, 0.2259, 0.2474, 0.2337, 0.9786



C16H26FN2O | ωB97M-V/def2-TZVPD

```
! wB97M-V def2-TZVPD RIJCOSX def2/J DEFGRID3
* xyz 1 1
C -4.69576 -2.46387 -0.12254
C -3.76017 -1.62021 0.79877
N -2.99270 -0.75513 0.17600
C -2.51088 0.08316 0.97795
C -1.93705 1.30226 0.39144
N -0.83669 0.74899 -0.29186
C -0.12933 1.94940 -1.36196
C 0.43109 3.10163 -0.48622
C 1.27064 2.67335 0.64578
C 2.49553 2.08084 0.51558
O 2.06802 0.49760 0.32540
C 2.93960 -0.38558 0.24497
C 4.45695 -0.05181 0.09994
C 5.15685 -1.21383 0.16296
C 4.62418 -2.54228 -0.16713
C 3.17957 -2.63381 0.07081
C 2.47529 -1.51483 0.09038
F 1.06285 -1.72538 0.19644
C -1.19716 -0.18685 -1.30698
C -1.95502 -1.43484 -0.53651
H -5.36360 -3.04746 0.29519
H -5.32952 -1.69941 -0.95525
H -3.98571 -3.22005 -0.79925
H -4.69553 -1.20874 1.51508
H -3.39234 -2.56118 1.46761
H -3.28430 0.59889 1.86707
H -1.94460 -0.09707 2.08056
H -1.55527 2.21036 1.03723
H -2.72904 1.93954 -0.25724
H -0.04497 0.50900 0.04849
H 0.79026 1.56339 -1.80339
H -0.80589 2.22724 -2.16671
H -0.52226 3.95224 -0.15653
H 0.87286 3.85062 -1.27268
H 1.51272 3.77238 1.27167
H 0.69680 2.32909 1.61216
H 3.13936 2.01306 1.21264
H 2.94033 2.32211 -0.28193
H 4.82126 0.98602 0.22253
H 6.26455 -1.29418 0.04732
H 5.41317 -3.36285 -0.17608
H 2.85814 -3.53902 -0.42136
H -0.35171 -0.65133 -2.02968
H -1.93346 0.21661 -1.77991
H -2.34109 -2.12442 -1.20465
H -1.17599 -1.59365 0.20389
*
```

Properties
E_LUMO	-2.431	eV
calculated total energy	-24738.373	eV
relative energy (zero: lowest compared OMol25 entry of this formula, charge and spin)	1423.50	kJ/mol
gap between HOMO and LUMO	0.3153	Eh

Quick look at the natural (NBO) charges, all values in e: -0.5576, -0.2306, -0.5405, -0.2159, -0.2756, -0.3701, -0.1896, -0.4640, -0.4769, -0.0317, -0.5504, 0.2697, -0.2915, -0.1968, -0.2220, -0.2143, 0.2483, -0.3769, -0.2265, -0.2043, 0.2029, 0.1931, 0.1767, 0.2281, 0.1966, 0.2407, 0.1975, 0.2550, 0.2500, 0.4436, 0.2283, 0.2414, 0.2374, 0.2701, 0.2767, 0.2569, 0.2059, 0.1837, 0.2288, 0.2221, 0.2435, 0.2419, 0.2574, 0.1910, 0.2382, 0.2097



C16H26Ge2NOPdS5 | ωB97M-V/def2-TZVPD

```
! wB97M-V def2-TZVPD RIJCOSX def2/J DEFGRID3
* xyz -1 1
Pd 1.32250 0.02373 2.10488
C -3.69961 -0.05148 3.24900
C -2.40476 0.73635 3.30171
Ge -1.00924 -0.09373 2.07984
C -1.02293 -2.09151 2.51094
C 0.28571 -2.75228 2.09304
C -1.71993 -0.07207 0.24209
C -0.83586 -0.03498 -0.75688
Ge 1.08723 0.28657 -0.22283
C 2.04795 -1.14606 -1.34961
C 2.68792 -0.74362 -2.66214
C 1.17402 2.34396 -0.18759
C 1.36845 3.16456 -1.44763
C -1.19839 -0.15994 -2.16318
C -2.27277 -0.94278 -2.58799
C -2.59354 -1.03291 -3.92858
C -1.85796 -0.34285 -4.87746
C -0.78143 0.42889 -4.47129
C -0.45718 0.51144 -3.13176
H -4.47786 0.41656 3.85236
H -3.54095 -1.06271 3.61128
H -4.04692 -0.11967 2.22337
H -2.01884 0.76320 4.32049
H -2.57827 1.76689 2.99042
H -1.85782 -2.57540 1.99706
H -1.15711 -2.20767 3.58871
H 0.48246 -2.57024 1.02914
H 0.24211 -3.83291 2.24468
H 1.13588 -2.36545 2.69056
H -2.78931 -0.10953 0.05831
H 1.27771 -1.89917 -1.53479
H 2.80278 -1.59171 -0.69602
H 1.93163 -0.46388 -3.39132
H 3.26049 -1.57688 -3.07529
H 3.35863 0.09675 -2.50362
H 1.97881 2.58979 0.51239
H 0.22426 2.61128 0.29218
H 2.29490 2.88025 -1.94203
H 1.42185 4.22692 -1.19722
H 0.54286 3.03341 -2.14357
H -2.84792 -1.49179 -1.85718
H -3.43384 -1.63976 -4.23621
H -2.11702 -0.42181 -5.92419
H -0.20102 0.97674 -5.20143
H 0.38563 1.09964 -2.80729
S 1.06246 -0.38419 4.57756
S 2.86098 0.22527 5.06744
S 3.02724 2.23425 4.08699
S 1.30977 2.47775 3.19215
O 3.83668 0.96855 -0.29997
S 4.26978 0.35387 0.97518
N 3.23979 -0.43965 1.70534
*
```

Properties
E_LUMO (spin up / spin down)	0.573 / 0.644	eV
calculated total energy	-191239.745	eV
relative energy (zero: lowest compared OMol25 entry of this formula, charge and spin)	71.39	kJ/mol
gap between HOMO and LUMO (spin up / spin down)	0.1700 / 0.1778	Eh

Quick look at the natural (NBO) charges, all values in e: 0.2794, -0.6104, -0.8034, 1.1297, -0.8161, -0.6207, -0.6295, -0.4148, 1.1336, -0.7822, -0.6207, -0.7748, -0.6217, -0.0876, -0.1461, -0.2348, -0.2369, -0.2031, -0.2018, 0.1938, 0.2002, 0.1952, 0.2195, 0.2089, 0.2069, 0.2049, 0.2070, 0.1961, 0.2152, 0.1836, 0.2040, 0.2230, 0.1945, 0.1885, 0.2215, 0.2228, 0.2044, 0.2081, 0.1918, 0.1895, 0.2008, 0.1996, 0.2008, 0.2041, 0.2169, -0.3085, 0.0228, 0.0257, -0.0639, -0.9648, 1.3464, -1.0977



C16H26N4O2S | ωB97M-V/def2-TZVPD

```
! wB97M-V def2-TZVPD RIJCOSX def2/J DEFGRID3
* xyz 0 1
C -5.22164 -1.32851 -1.02341
C -5.07625 -0.63776 0.33357
C -4.54536 -1.61188 1.38720
C -4.16274 0.52858 0.21721
N -4.49209 1.74089 0.47871
N -3.51660 2.62628 0.31184
C -2.41472 2.08556 -0.08755
N -1.27025 2.80796 -0.31731
C -0.11416 2.23500 -0.75465
O -0.05292 1.04061 -0.97830
C 1.05971 3.17227 -0.87009
C 1.88222 3.16260 0.43220
C 2.99465 2.10821 0.50364
O 4.07431 2.38737 0.98682
N 2.68089 0.90068 0.01575
C 3.60266 -0.21411 0.05679
C 3.60173 -0.98025 -1.26961
C 2.27338 -1.61220 -1.68189
C 1.67948 -2.58314 -0.66129
C 0.97544 -1.87263 0.49444
C 1.88866 -1.38742 1.63070
C 3.35237 -1.11834 1.27491
S -2.48854 0.35754 -0.30240
H -4.25932 -1.71255 -1.35649
H -5.59557 -0.63061 -1.76904
H -5.91899 -2.15867 -0.94542
H -6.04869 -0.25005 0.65257
H -3.57059 -1.99428 1.09035
H -4.44695 -1.11588 2.35003
H -5.22912 -2.44968 1.49704
H -1.33332 3.79957 -0.13263
H 1.68961 2.85238 -1.70160
H 0.70449 4.18409 -1.06963
H 2.37417 4.12771 0.56020
H 1.22642 3.01298 1.29489
H 1.75615 0.70371 -0.33933
H 4.59884 0.22981 0.18080
H 4.36074 -1.76244 -1.19640
H 3.91627 -0.29441 -2.06073
H 1.53586 -0.83597 -1.89414
H 2.44897 -2.15022 -2.61739
H 2.45020 -3.25766 -0.28573
H 0.93682 -3.19549 -1.17899
H 0.41554 -1.03367 0.07872
H 0.23815 -2.55327 0.92747
H 1.45839 -0.47886 2.05838
H 1.89633 -2.13692 2.42625
H 3.87412 -2.06106 1.10692
H 3.81124 -0.64584 2.14658
*
```

Properties
E_LUMO	0.479	eV
calculated total energy	-37905.915	eV
relative energy (zero: lowest compared OMol25 entry of this formula, charge and spin)	119.37	kJ/mol
gap between HOMO and LUMO	0.3614	Eh

Quick look at the natural (NBO) charges, all values in e: -0.5943, -0.2779, -0.5939, 0.0590, -0.2599, -0.2965, 0.1864, -0.6118, 0.7070, -0.6312, -0.4998, -0.4849, 0.6810, -0.6309, -0.6532, -0.0591, -0.3948, -0.4080, -0.4027, -0.4154, -0.4031, -0.4095, 0.3833, 0.2038, 0.2181, 0.2139, 0.2334, 0.2038, 0.2184, 0.2136, 0.4291, 0.2478, 0.2240, 0.2453, 0.2256, 0.4270, 0.2356, 0.2026, 0.2089, 0.2040, 0.2090, 0.1943, 0.2080, 0.2088, 0.2068, 0.2014, 0.2068, 0.2005, 0.2200



> Which value of calculated total energy does entry 1 give?

-29595.147 eV



> The highest calculated total energy belongs to which entry?

C16H26FN2O



> Look up the calculated total energy of the fourth one.

-37905.915 eV



> What is the calculated total energy in the fourth record?

-37905.915 eV